(1)
{"formula": "C4H7ClO2", "method": "ωB97M-V/def2-TZVPD", "total_charge": 0, "gap_ev": 9.60, "multiplicity": 1, "homo_energy_ev": -9.7, "species": ["C", "C", "C", "C", "O", "O", "Cl", "H", "H", "H", "H", "H", "H", "H"], "coordinates": [[2.1536, 0.8883, 0.2413], [-0.3004, -1.4185, 0.4806], [-0.9174, 0.5248, -1.1222], [-0.5149, 0.1043, 0.3610], [2.3862, 0.2655, -0.7161], [0.4091, 0.8815, 0.9459], [-1.9318, 0.5907, 1.3868], [2.5052, 1.5143, 1.0125], [0.6677, -1.6783, -0.1526], [-1.1842, -1.9857, 0.2098], [-0.2195, -1.6260, 1.5992], [0.0207, 0.5041, -1.5005], [-1.7564, -0.1558, -1.4792], [-1.3180, 1.5910, -1.2663]]}

(2)
{"formula": "C4H7ClO2", "method": "ωB97M-V/def2-TZVPD", "total_charge": 0, "smiles": "C[C@@]1(Cl)CCOO1", "gap_ev": 10.66, "multiplicity": 1, "homo_energy_ev": -9.8, "species": ["C", "C", "C", "C", "O", "O", "Cl", "H", "H", "H", "H", "H", "H", "H"], "coordinates": [[0.2782, 0.1209, 0.9743], [0.9727, 1.3651, 0.4989], [-0.7019, -0.1180, -0.1933], [-0.4301, -1.4502, -0.9615], [-0.0076, 2.1103, -0.1741], [-0.5965, 1.1487, -1.0278], [-2.3696, -0.2430, 0.3741], [1.0064, -0.7811, 1.2174], [-0.4409, 0.1699, 1.7319], [1.4336, 1.8964, 1.2299], [1.8802, 1.2425, -0.1148], [-0.5315, -1.4065, -1.9559], [-1.0748, -2.3004, -0.7125], [0.5818, -1.7545, -0.8866]]}

(3)
{"formula": "C4H7ClOS", "method": "ωB97M-V/def2-TZVPD", "total_charge": 0, "smiles": "CO/C=C(/Cl)CS", "gap_ev": 9.09, "multiplicity": 1, "homo_energy_ev": -8.4, "species": ["C", "C", "C", "C", "H", "H", "H", "H", "H", "H", "H", "O", "S", "Cl"], "coordinates": [[2.0922, 0.5083, -0.2575], [0.4043, -1.4131, -0.2316], [-0.7376, -0.7784, 0.1201], [-1.0560, 0.5244, 0.7664], [2.9690, 0.4914, -0.9908], [1.2569, 1.2021, -0.4896], [2.3241, 0.5201, 0.9186], [0.3654, -2.4571, -0.7033], [-1.8039, 0.3170, 1.5180], [-0.2974, 1.1534, 1.2172], [-3.0794, 0.9543, -0.4784], [1.6146, -0.9074, -0.4862], [-1.7984, 1.5977, -0.5871], [-2.2538, -1.7129, -0.3159]]}

> What is the formula in the third record?

C4H7ClOS